(1)
Molecular formula: C32H98N22O14
Method: DFT, wB97M-V/def2-TZVPD

Last columns: bonded neighbours and bond lengths (Å).
Element x y z (Å)
1 O -0.604 7.294 0.396  C54 1.403, C153 1.434
2 C 0.350 -1.324 0.807  H22 1.115, H144 1.099, C159 1.463, O165 1.397
3 N 3.929 0.499 5.360  H29 1.015, C40 1.483, H161 1.010
4 H 5.957 -6.128 -1.115  N82 1.023
5 N 4.769 -3.609 -0.667  C56 1.402, H94 1.010, H150 1.029
6 H -7.427 2.489 0.974  N113 1.002
7 H 0.470 2.129 -4.359  N78 0.993
8 H 4.031 -0.193 -1.919  C90 1.129
9 H 1.307 -0.698 -1.853  C107 1.080
10 H -2.375 3.673 -3.066  N166 1.032
11 N -3.447 1.494 4.663  C59 1.547, H139 1.033, H143 1.015
12 N 4.785 -1.828 2.088  H99 1.033, H136 1.022, C140 1.312
13 H -9.242 1.806 -0.997  C114 1.107
14 H -1.833 3.467 1.228  C34 1.109
15 H -1.859 -7.026 2.681  N84 1.011
16 C -4.184 -2.579 -5.923  H35 1.096, C44 1.552, H58 1.087, H120 1.095
17 H -0.607 0.625 2.147  N123 1.043
18 H 3.984 -1.083 8.370  C98 1.094
19 O -2.408 -1.407 -7.840  C116 1.419, C127 1.373
20 H 0.405 0.891 6.619  N43 1.024
21 C 3.065 -3.600 4.272  O41 1.429, H53 1.071, H57 1.116, H63 1.071
22 H 0.555 -1.345 1.903  C2 1.115
23 H 5.006 0.076 -4.801  C141 1.075
24 C 1.366 -3.453 0.472  H101 1.083, H112 1.089, H132 1.078, O165 1.444
25 H 0.289 -4.273 -2.630  N126 1.003
26 H -5.644 1.866 -0.977  C39 1.088
27 H 4.638 2.779 -0.219  N103 1.027
28 H 2.627 0.346 1.639  N88 0.996
29 H 4.751 1.093 5.377  N3 1.015
30 H -1.166 -1.273 -1.539  C80 1.054
31 H -2.764 1.038 2.224  N104 1.027
32 H -6.211 -1.375 0.703  C162 1.079
33 H -2.753 -0.174 -4.102  N102 1.019
34 C -1.709 4.094 2.134  H14 1.109, C70 1.546, H149 1.075, H163 1.084
35 H -4.571 -3.181 -5.092  C16 1.096
36 H -3.559 0.037 -6.702  C116 1.111
37 H 4.082 2.301 1.354  N103 0.993
38 H -0.175 1.403 0.784  N123 1.032
39 C -6.024 0.864 -0.792  H26 1.088, H61 1.132, C115 1.523, O122 1.410
40 C 4.208 -0.683 6.211  N3 1.483, C98 1.498, C105 1.527, H135 1.077
41 O 3.786 -2.449 4.718  C21 1.429, C105 1.405
42 H 7.222 -5.619 -0.015  N82 0.999
43 N 0.673 1.738 6.111  H20 1.024, C48 1.402, H142 1.034
44 C -2.961 -1.677 -5.613  C16 1.552, H83 1.119, N102 1.437, C116 1.539
45 H -7.780 2.685 -1.557  C114 1.105
46 C -1.789 -4.158 -2.997  O69 1.251, N126 1.408, N147 1.426
47 H 1.375 1.785 -2.976  N78 1.012
48 C 0.880 1.641 4.727  N43 1.402, O111 1.232, N164 1.344
49 H -0.304 8.534 -1.107  C54 1.089
50 H -3.564 -1.574 -3.614  N102 1.036
51 N 5.450 2.072 -2.102  C128 1.492, H145 1.028, H160 1.001
52 H -4.520 -1.742 0.517  C162 1.081
53 H 3.589 -4.035 3.446  C21 1.071
54 C -0.102 7.485 -0.900  O1 1.403, H49 1.089, H87 1.085, H124 1.090
55 H 6.312 0.125 -3.577  C141 1.107
56 C 6.014 -4.095 -0.244  N5 1.402, O62 1.256, N82 1.398
57 H 2.934 -4.339 5.098  C21 1.116
58 H -3.881 -3.164 -6.788  C16 1.087
59 C -4.260 0.656 3.649  N11 1.547, N104 1.392, O154 1.234
60 H 2.800 3.912 -1.355  N129 1.007
61 H -6.002 0.442 -1.842  C39 1.132
62 O 6.792 -3.367 0.420  C56 1.256
63 H 2.093 -3.338 3.905  C21 1.071
64 C -0.443 2.992 -2.775  N78 1.406, O155 1.267, N166 1.403
65 H 4.984 0.206 7.939  C98 1.087
66 H -2.179 0.027 -1.114  C80 1.077
67 O 1.863 2.506 1.193  C72 1.246
68 H 1.250 3.703 4.457  N164 0.991
69 O -2.844 -3.605 -2.616  C46 1.251
70 C -1.758 5.598 1.782  C34 1.546, H79 1.102, N92 1.511, C153 1.507
71 H 1.097 -1.264 -3.507  C107 1.086
72 C 2.664 2.905 0.325  O67 1.246, N103 1.331, N129 1.291
73 H -2.747 -0.666 -9.684  C127 1.108
74 H -0.502 -3.453 -1.447  N126 0.986
75 H -0.476 0.264 -1.408  C80 1.071
76 O 2.562 0.133 -3.362  C90 1.401, C107 1.425
77 H -3.366 5.230 0.475  N92 1.016
78 N 0.621 2.314 -3.396  H7 0.993, H47 1.012, C64 1.406
79 H -1.723 6.249 2.671  C70 1.102
80 C -1.198 -0.390 -0.963  H30 1.054, H66 1.077, H75 1.071, C159 1.572
81 C -0.486 -5.410 2.624  N84 1.436, O118 1.248, N157 1.370
82 N 6.386 -5.414 -0.523  H4 1.023, H42 0.999, C56 1.398
83 H -2.020 -2.271 -5.495  C44 1.119
84 N -0.905 -6.759 2.880  H15 1.011, C81 1.436, H97 1.036
85 H -1.125 -3.658 1.725  N157 1.008
86 H -2.316 -4.849 1.693  N157 1.022
87 H -0.617 6.855 -1.619  C54 1.085
88 N 3.387 -0.056 2.141  H28 0.996, C140 1.324, H152 1.037
89 H 1.409 2.681 3.080  N164 1.053
90 C 3.513 0.645 -2.470  H8 1.129, O76 1.401, C128 1.512, H134 1.088
91 H -0.779 -5.003 -4.591  N147 0.993
92 N -3.137 5.870 1.229  C70 1.511, H77 1.016, H110 1.035
93 H 1.184 3.380 -0.829  N129 1.022
94 H 4.046 -4.302 -0.797  N5 1.010
95 H 0.349 5.758 1.331  C153 1.099
96 H -1.372 0.088 -8.828  C127 1.090
97 H -0.588 -7.182 3.770  N84 1.036
98 C 4.052 -0.269 7.642  H18 1.094, C40 1.498, H65 1.087, H121 1.083
99 H 4.797 -1.790 3.120  N12 1.033
100 O 3.866 -1.056 0.194  C140 1.258
101 H 2.218 -3.026 -0.045  C24 1.083
102 N -3.314 -0.966 -4.415  H33 1.019, C44 1.437, H50 1.036
103 N 3.974 2.884 0.558  H27 1.027, H37 0.993, C72 1.331
104 N -3.689 0.619 2.380  H31 1.027, C59 1.392, H109 1.008
105 C 3.229 -1.790 5.827  C40 1.527, O41 1.405, H119 1.115, H130 1.057
106 H -1.803 -1.075 0.958  C159 1.100
107 C 1.824 -0.933 -2.771  H9 1.080, H71 1.086, O76 1.425, H146 1.102
108 H -0.764 5.214 0.025  C153 1.103
109 H -4.282 0.444 1.584  N104 1.008
110 H -3.178 6.783 0.743  N92 1.035
111 O 0.801 0.545 4.171  C48 1.232
112 H 1.615 -3.604 1.521  C24 1.089
113 N -7.533 1.494 1.034  H6 1.002, C115 1.449, H148 1.004
114 C -8.202 1.684 -1.358  H13 1.107, H45 1.105, C115 1.559, H125 1.062
115 C -7.454 0.859 -0.267  C39 1.523, N113 1.449, C114 1.559, H138 1.084
116 C -2.661 -0.618 -6.689  O19 1.419, H36 1.111, C44 1.539, H117 1.069
117 H -1.765 -0.063 -6.511  C116 1.069
118 O 0.695 -5.111 2.896  C81 1.248
119 H 3.065 -2.534 6.641  C105 1.115
120 H -4.979 -1.890 -6.230  C16 1.095
121 H 3.153 0.334 7.677  C98 1.083
122 O -5.067 0.173 -0.022  C39 1.410, C162 1.430
123 N -0.903 0.775 1.159  H17 1.043, H38 1.032, C159 1.493
124 H 0.969 7.287 -0.887  C54 1.090
125 H -8.231 1.143 -2.271  C114 1.062
126 N -0.603 -4.012 -2.253  H25 1.003, C46 1.408, H74 0.986
127 C -1.903 -0.850 -8.989  O19 1.373, H73 1.108, H96 1.090, H137 1.090
128 C 4.626 1.407 -3.153  N51 1.492, C90 1.512, C141 1.509, H158 1.102
129 N 2.203 3.312 -0.810  H60 1.007, C72 1.291, H93 1.022
130 H 2.274 -1.450 5.527  C105 1.057
131 H -1.750 2.837 -4.383  N166 1.004
132 H 1.213 -4.446 0.080  C24 1.078
133 H -5.348 -1.635 -0.962  C162 1.106
134 H 3.070 1.318 -1.738  C90 1.088
135 H 5.199 -1.005 5.940  C40 1.077
136 H 5.407 -2.348 1.466  N12 1.022
137 H -1.218 -1.525 -9.502  C127 1.090
138 H -7.854 -0.145 -0.181  C115 1.084
139 H -3.464 1.020 5.581  N11 1.033
140 C 4.035 -0.971 1.437  N12 1.312, N88 1.324, O100 1.258
141 C 5.548 0.711 -4.123  H23 1.075, H55 1.107, C128 1.509, H156 1.086
142 H 0.509 2.634 6.599  N43 1.034
143 H -2.458 1.568 4.449  N11 1.015
144 H 1.190 -0.776 0.358  C2 1.099
145 H 6.338 2.345 -2.543  N51 1.028
146 H 2.511 -1.793 -2.702  C107 1.102
147 N -1.695 -4.867 -4.231  C46 1.426, H91 0.993, H151 1.020
148 H -6.894 1.082 1.691  N113 1.004
149 H -0.772 3.881 2.617  C34 1.075
150 H 4.516 -2.662 -0.351  N5 1.029
151 H -2.410 -5.232 -4.860  N147 1.020
152 H 3.421 0.065 3.170  N88 1.037
153 C -0.623 5.933 0.849  O1 1.434, C70 1.507, H95 1.099, H108 1.103
154 O -5.370 0.258 4.014  C59 1.234
155 O -0.503 3.156 -1.521  C64 1.267
156 H 6.028 1.471 -4.731  C141 1.086
157 N -1.406 -4.566 2.062  C81 1.370, H85 1.008, H86 1.022
158 H 4.199 2.276 -3.680  C128 1.102
159 C -0.894 -0.594 0.566  C2 1.463, C80 1.572, H106 1.100, N123 1.493
160 H 5.701 1.372 -1.431  N51 1.001
161 H 3.074 0.916 5.701  N3 1.010
162 C -5.354 -1.225 0.065  H32 1.079, H52 1.081, O122 1.430, H133 1.106
163 H -2.448 3.807 2.873  C34 1.084
164 N 1.282 2.771 4.122  C48 1.344, H68 0.991, H89 1.053
165 O 0.209 -2.611 0.282  C2 1.397, C24 1.444
166 N -1.523 3.391 -3.577  H10 1.032, C64 1.403, H131 1.004

E_LUMO = 0.22 eV
largest force on an atom = 3.94 eV Å⁻¹
energy relative to the best compared isomer or geometry (same formula, charge and spin) = 25.7 kcal/mol

---

(2)
Molecular formula: C48H59ClF3N5O30
Method: DFT, wB97M-V/def2-TZVPD

Last columns: bonded neighbours and bond lengths (Å).
Element x y z (Å)
1 C 2.789 -2.878 -4.479  O36 1.431, H40 1.087, C93 1.508, H135 1.091
2 H -1.690 5.059 5.787  C144 1.091
3 H -2.766 2.007 1.860  C37 1.094
4 H 8.190 3.860 4.004  C113 1.093
5 F 1.856 0.919 -2.120  C38 1.306
6 H -3.873 3.342 -1.703  C97 1.071
7 H -10.502 1.068 4.197  C45 1.087
8 O 3.170 -9.504 -2.308  C72 1.432, C137 1.354
9 H -2.561 4.658 4.275  C144 1.085
10 H 7.664 -12.128 -2.664  C41 1.092
11 O -5.468 -0.228 -8.458  C54 1.432, C58 1.353
12 C 3.698 3.271 2.036  N32 1.291, C35 1.517, C107 1.415
13 H -5.560 -2.303 -8.622  C54 1.087
14 F 3.941 0.576 -2.636  C38 1.339
15 O -2.348 1.518 -2.616  C117 1.191
16 H 3.694 3.428 -0.835  C88 1.089
17 H 5.641 -11.862 -3.931  C136 1.087
18 O 8.206 5.621 7.421  C56 1.186
19 C -1.642 4.489 9.300  O28 1.360, O86 1.188, O94 1.351
20 C -5.880 1.067 -0.384  H26 1.078, C106 1.397, C125 1.380
21 O -4.588 1.812 -8.816  C58 1.191
22 O 8.513 5.511 5.190  C56 1.360, C113 1.428
23 H -1.725 4.758 1.941  C84 1.096
24 O 4.632 -5.572 -5.411  C131 1.189
25 H -3.607 0.431 -6.093  C78 1.092
26 H -6.507 0.191 -0.335  C20 1.078
27 H -2.115 2.012 10.510  C138 1.091
28 O -2.557 3.495 9.148  C19 1.360, C138 1.432
29 C 2.195 3.681 3.601  N32 1.358, C39 1.413, C114 1.408
30 H 4.657 -2.168 -3.618  C93 1.091
31 H 4.558 1.217 -0.391  C123 1.087
32 N 3.509 3.545 3.283  C12 1.291, C29 1.358
33 O -7.209 3.605 3.416  C76 1.188
34 H -1.900 3.626 12.297  C81 1.087
35 C 5.142 3.096 1.606  C12 1.517, H66 1.088, H82 1.085, O101 1.442
36 O 3.292 -3.764 -5.485  C1 1.431, C131 1.355
37 C -2.614 2.863 2.524  H3 1.094, C84 1.558, H119 1.086, C122 1.556
38 C 3.018 0.534 -1.666  F5 1.306, F14 1.339, C123 1.532, F124 1.360
39 C 1.846 3.934 4.947  C29 1.413, C96 1.334, Cl132 1.751
40 H 2.628 -1.882 -4.885  C1 1.087
41 C 6.896 -12.883 -2.485  H10 1.092, O111 1.431, H118 1.086, C136 1.506
42 N 5.236 5.321 0.931  O101 1.399, O142 1.165
43 H -1.679 2.339 5.594  N71 1.012
44 H -3.567 4.526 0.441  C75 1.090
45 C -10.116 1.860 3.562  H7 1.087, O47 1.429, H63 1.092, C140 1.512
46 H -2.434 3.279 6.686  N71 1.013
47 O -9.033 2.541 4.199  C45 1.429, C76 1.356
48 H -6.462 -1.387 -9.843  C54 1.091
49 O -2.088 0.748 -4.728  C78 1.432, C117 1.364
50 O -2.341 -3.334 -2.264  C64 1.431, C100 1.356
51 H -4.019 2.779 -6.298  C102 1.086
52 H -4.746 3.184 2.934  C122 1.088
53 C 6.374 4.868 4.665  O85 1.428, H87 1.092, H108 1.085, C113 1.513
54 C -5.545 -1.417 -9.251  O11 1.432, H13 1.087, H48 1.091, C126 1.512
55 C 4.664 -8.342 -3.604  H57 1.091, C72 1.509, O104 1.435, H116 1.086
56 C 7.803 5.351 6.339  O18 1.186, O22 1.360, O85 1.357
57 H 4.708 -8.853 -4.567  C55 1.091
58 C -4.707 0.669 -9.127  O11 1.353, O21 1.191, O68 1.353
59 H -3.174 4.662 11.630  C81 1.091
60 H -5.118 1.090 -2.472  C106 1.078
61 H 4.865 -13.258 -3.157  C136 1.091
62 H -3.791 2.589 10.561  C138 1.087
63 H -10.915 2.577 3.362  C45 1.092
64 C -1.143 -2.974 -1.567  O50 1.431, H65 1.087, C70 1.510, H134 1.093
65 H -1.371 -2.427 -0.656  C64 1.087
66 H 5.776 3.345 2.455  C35 1.088
67 H -0.693 -1.081 -2.536  C70 1.090
68 O -4.099 0.098 -10.192  C58 1.353, C126 1.433
69 O -3.278 2.612 -4.355  C102 1.433, C117 1.357
70 C -0.418 -2.134 -2.591  C64 1.510, H67 1.090, H90 1.088, O130 1.431
71 N -2.339 3.099 5.694  H43 1.012, H46 1.013, C144 1.485
72 C 3.263 -8.279 -3.044  O8 1.432, C55 1.509, H103 1.087, H115 1.092
73 C 7.214 -14.577 -3.932  O95 1.187, O98 1.360, O111 1.357
74 O 4.685 -10.776 -1.232  C137 1.190
75 C -4.376 4.018 0.966  H44 1.090, C122 1.540, H128 1.094, N139 1.465
76 C -8.138 2.886 3.241  O33 1.188, O47 1.356, O141 1.356
77 C -0.471 4.051 4.416  C83 1.363, C96 1.412, C144 1.508
78 C -2.734 1.074 -5.964  H25 1.092, O49 1.432, C102 1.498, H143 1.088
79 H -2.309 3.194 -6.079  C102 1.092
80 H -4.424 -1.755 -11.090  C126 1.087
81 C -2.346 3.998 11.379  H34 1.087, H59 1.091, O94 1.429, C138 1.512
82 H 5.374 2.076 1.317  C35 1.085
83 C -0.243 3.781 3.099  C77 1.363, C84 1.533, C114 1.454
84 C -1.392 3.724 2.086  H23 1.096, C37 1.558, C83 1.533, H129 1.084
85 O 6.572 4.842 6.079  C53 1.428, C56 1.357
86 O -1.131 5.072 8.399  C19 1.188
87 H 5.826 5.775 4.401  C53 1.092
88 C 2.980 2.752 -0.367  H16 1.089, C107 1.509, H120 1.088, C123 1.555
89 H 3.500 -2.787 -2.429  C93 1.085
90 H 0.664 -2.222 -2.516  C70 1.088
91 H -9.014 0.359 2.430  C140 1.092
92 H -6.041 1.921 1.668  C125 1.068
93 C 3.880 -2.912 -3.438  C1 1.508, H30 1.091, H89 1.085, O127 1.433
94 O -1.389 4.725 10.606  C19 1.351, C81 1.429
95 O 7.693 -15.530 -4.453  C73 1.187
96 C 0.586 4.110 5.350  C39 1.334, C77 1.412, H112 1.082
97 C -4.501 2.688 -1.134  H6 1.071, C106 1.379, N139 1.356
98 O 6.329 -13.737 -4.532  C73 1.360, C136 1.432
99 H -3.819 4.656 2.872  C122 1.094
100 C -2.091 -3.260 -3.594  O50 1.356, O110 1.186, O130 1.359
101 O 5.525 4.006 0.555  C35 1.442, N42 1.399
102 C -3.105 2.512 -5.774  H51 1.086, O69 1.433, C78 1.498, H79 1.092
103 H 2.501 -8.233 -3.818  C72 1.087
104 O 5.350 -9.137 -2.626  C55 1.435, C137 1.353
105 H 2.066 0.455 0.656  O109 0.966
106 C -5.163 1.531 -1.490  C20 1.397, H60 1.078, C97 1.379
107 C 2.679 3.123 1.064  C12 1.415, C88 1.509, N133 1.322
108 H 5.799 4.006 4.343  C53 1.085
109 O 3.023 0.569 0.730  H105 0.966, C123 1.413
110 O -2.822 -3.653 -4.442  C100 1.186
111 O 7.475 -14.180 -2.661  C41 1.431, C73 1.357
112 H 0.363 4.299 6.391  C96 1.082
113 C 7.792 4.869 4.139  H4 1.093, O22 1.428, C53 1.513, H146 1.088
114 C 1.136 3.586 2.680  C29 1.408, C83 1.454, N133 1.373
115 H 3.123 -7.443 -2.357  C72 1.092
116 H 5.123 -7.363 -3.703  C55 1.086
117 C -2.550 1.619 -3.785  O15 1.191, O49 1.364, O69 1.357
118 H 6.511 -12.764 -1.477  C41 1.086
119 H -2.522 2.473 3.534  C37 1.086
120 H 2.042 2.857 -0.908  C88 1.088
121 H -3.428 -1.767 -9.623  C126 1.091
122 C -3.936 3.676 2.401  C37 1.556, H52 1.088, C75 1.540, H99 1.094
123 C 3.472 1.278 -0.407  H31 1.087, C38 1.532, C88 1.555, O109 1.413
124 F 2.881 -0.787 -1.374  C38 1.360
125 C -5.660 1.930 0.670  C20 1.380, H92 1.068, N139 1.355
126 C -4.299 -1.318 -10.103  C54 1.512, O68 1.433, H80 1.087, H121 1.091
127 O 4.439 -4.219 -3.620  C93 1.433, C131 1.357
128 H -5.180 4.754 1.058  C75 1.094
129 H -1.084 3.387 1.104  C84 1.084
130 O -0.888 -2.672 -3.831  C70 1.431, C100 1.359
131 C 4.166 -4.610 -4.890  O24 1.189, O36 1.355, O127 1.357
132 Cl 3.104 4.034 6.161  C39 1.751
133 N 1.404 3.299 1.365  C107 1.322, C114 1.373
134 H -0.599 -3.886 -1.307  C64 1.093
135 H 1.839 -3.267 -4.109  C1 1.091
136 C 5.810 -12.857 -3.529  H17 1.087, C41 1.506, H61 1.091, O98 1.432
137 C 4.427 -9.890 -1.983  O8 1.354, O74 1.190, O104 1.353
138 C -2.755 2.892 10.432  H27 1.091, O28 1.432, H62 1.087, C81 1.512
139 N -4.829 2.875 0.169  C75 1.465, C97 1.356, C125 1.355
140 C -9.472 1.340 2.296  C45 1.512, H91 1.092, O141 1.430, H145 1.087
141 O -8.441 2.302 2.055  C76 1.356, C140 1.430
142 O 5.545 6.056 0.081  N42 1.165
143 H -2.057 0.926 -6.803  C78 1.088
144 C -1.835 4.313 5.003  H2 1.091, H9 1.085, N71 1.485, C77 1.508
145 H -10.163 1.297 1.458  C140 1.087
146 H 7.897 5.419 3.205  C113 1.088

SMILES string = NCc1cc(Cl)c2nc(CON=O)c(C[C@@H](O)C(F)(F)F)nc2c1CCCCn1cccc1.O=C1OCCO1.O=C1OCCO1.O=C1OCCO1.O=C1OCCO1.O=C1OCCO1.O=C1OCCO1.O=C1OCCO1.O=C1OCCO1.O=C1OCCO1
E_LUMO = -0.69 eV
largest force on an atom = 2.90 eV Å⁻¹
energy relative to the best compared isomer or geometry (same formula, charge and spin) = 0.0 kcal/mol

---

Number 1: total energy -3536.21975 Eh. Number 2: total energy -5155.25166 Eh.